1.
{"formula": "C15H13CaF6N4O7S3", "method": "wB97M-V/def2-TZVPD", "e_above_lowest_kcal_mol": 22.4, "total_charge": -1, "species": ["H", "H", "C", "Ca", "H", "C", "C", "H", "C", "C", "H", "F", "C", "C", "H", "O", "O", "H", "O", "S", "C", "O", "F", "H", "F", "C", "C", "N", "N", "S", "C", "H", "C", "H", "H", "F", "O", "F", "O", "C", "H", "C", "F", "H", "O", "S", "N", "N", "C"], "xyz": [[-3.18910, 2.49468, -0.45696], [-0.43861, 4.08463, -3.58859], [-5.47382, 1.95614, -1.87187], [-0.32718, 0.70429, 0.37685], [1.61342, 6.02734, -0.34781], [-4.59150, -0.93154, 0.37854], [-0.36831, 3.02814, -1.72002], [-1.54134, -2.14545, -1.80592], [1.04552, 5.20658, -0.76151], [1.35895, 0.98260, 4.28669], [-6.24638, -0.45400, -0.92596], [4.59514, 0.73372, 1.85118], [0.60044, 5.20656, -2.08422], [-0.90709, -2.60957, 0.18646], [1.05864, 4.05044, 1.04982], [3.01307, -1.53717, 0.67676], [1.81154, 0.22263, -0.61705], [-4.92676, -1.92305, 0.64788], [-0.21515, -1.60019, 0.56266], [-1.18516, 1.62265, -2.34241], [0.73839, 4.10782, 0.01468], [-6.68320, 1.97044, -2.02565], [4.77501, 0.67840, -0.30590], [-2.75778, -1.09552, 1.50412], [0.63648, 0.81584, 5.40171], [-0.10108, 4.12427, -2.56323], [-0.90146, -2.88827, -1.31988], [1.71665, 0.34142, 1.84182], [-2.90937, 0.74420, 0.57396], [0.76876, -0.19739, 2.98340], [-4.80044, 1.11839, -0.83023], [0.10358, -2.76453, -1.72418], [3.93675, 0.91705, 0.70863], [0.81186, 6.04388, -2.73838], [-1.28762, -3.87992, -1.54305], [3.54403, 2.19004, 0.63958], [-0.57864, 0.25133, 2.72420], [2.64113, 0.77643, 4.57854], [-1.59527, -3.32272, 0.91798], [-3.38020, -0.46692, 0.87519], [-5.01185, 3.10002, -3.46493], [-5.31102, -0.12915, -0.48841], [1.21285, 2.24582, 3.88207], [-3.62236, 2.37145, -2.71208], [1.01689, -1.49025, 3.50526], [2.48152, -0.22453, 0.58635], [0.04094, 3.06108, -0.43180], [-4.60877, 2.62439, -2.67564], [-3.60888, 1.52057, -0.24688]], "lowdin_charge": [0.0973, 0.0894, -0.5125, 1.2894, 0.0920, -0.0267, -0.7902, 0.0679, -0.0896, -0.6702, 0.1211, 0.1402, -0.0876, -0.7245, 0.1064, -0.2279, -0.3763, 0.1111, -0.2436, 0.5329, -0.1613, 0.0402, 0.1337, 0.1046, 0.1314, -0.1207, -0.0128, -0.3754, -0.0078, 0.5910, -0.1286, 0.0720, -0.6702, 0.1002, 0.0651, 0.1299, -0.3754, 0.1407, -0.0103, -0.1140, 0.1068, 0.0062, 0.1263, 0.0150, -0.2194, 0.5864, -0.0739, 0.1702, -0.1484]}

=====

2.
{"formula": "C15H13ClN4O4", "method": "wB97M-V/def2-TZVPD", "e_above_lowest_kcal_mol": 0.0, "smiles": "CCOC(=O)c1[nH]c2ccc(Cl)cc2c1NC(=O)c1nonc1C", "species": ["N", "C", "N", "H", "H", "H", "H", "Cl", "H", "O", "C", "C", "C", "H", "C", "H", "C", "C", "H", "C", "H", "O", "C", "H", "C", "C", "O", "N", "C", "H", "N", "H", "C", "C", "H", "C", "O"], "xyz": [[-0.03478, -1.65642, 1.03658], [-0.13955, -2.60448, 0.06273], [0.62562, 1.86275, 1.15656], [0.27717, -1.99444, 1.94373], [2.23180, -0.22120, -0.82697], [-2.58170, 3.49851, -1.71084], [4.38582, 0.38582, 3.46206], [-3.95124, 1.13521, -2.34397], [2.98213, -0.89212, -2.28492], [2.03047, -0.95262, 2.91388], [4.09595, 2.28130, 4.47787], [-0.13482, -2.08002, -1.33086], [-1.98164, 0.30954, -0.72049], [3.28573, 2.83991, 4.93914], [2.30333, -1.10277, -1.46364], [4.52051, 2.87919, 3.67571], [1.86632, 0.18323, 2.52409], [-1.01187, 2.95637, -0.37217], [4.86337, 2.09205, 5.22226], [-0.01753, -0.28009, 0.88130], [-0.65122, 3.96284, -0.22891], [-0.65697, -1.68774, -3.34802], [0.86461, 0.56493, 1.54321], [3.14162, 0.34524, 4.72535], [-2.56642, 1.38738, -1.34337], [-0.40680, 1.88141, 0.27477], [-0.14365, -3.78689, 0.30665], [0.59379, -1.23248, -3.22936], [0.97068, -1.44895, -2.00085], [1.12438, 2.65648, 1.52145], [-1.09538, -2.21189, -2.20070], [2.68915, -1.92517, -0.86426], [-2.08505, 2.69609, -1.18967], [-0.85884, 0.54829, 0.08012], [-2.38884, -0.68159, -0.83894], [3.58249, 0.96179, 3.93473], [2.57936, 1.23599, 2.95287]], "lowdin_charge": [0.1794, -0.4092, 0.1493, 0.1557, 0.0779, 0.1037, 0.1317, 0.6821, 0.0881, 0.1162, -0.0625, -0.1704, -0.0419, 0.0783, 0.0024, 0.0770, -0.4268, -0.0042, 0.0795, -0.1275, 0.1135, -0.0476, -0.1000, 0.1280, -0.6626, -0.1873, 0.1156, 0.1298, -0.2709, 0.1665, 0.1406, 0.0955, -0.0995, -0.0863, 0.1054, -0.2182, -0.0011]}

=====

3.
{"formula": "C15H13CrN7O12P2", "method": "wB97M-V/def2-TZVPD", "s2": 6.033, "spin_multiplicity": 5, "e_above_lowest_kcal_mol": 0.0, "total_charge": -2, "species": ["N", "O", "C", "O", "O", "C", "C", "N", "C", "O", "N", "O", "H", "O", "Cr", "H", "H", "N", "H", "O", "C", "C", "P", "O", "N", "O", "C", "O", "C", "C", "C", "H", "C", "C", "C", "H", "H", "O", "H", "H", "N", "C", "N", "H", "C", "H", "H", "O", "H", "P"], "xyz": [[0.78109, 0.17856, -1.12040], [-1.10832, -1.64176, -0.47449], [-0.70787, 1.60529, -2.27218], [-0.90307, -2.54108, 2.19360], [-2.24375, -3.70342, 0.38920], [0.32559, -2.62098, 2.44192], [-3.31249, 2.50954, -2.37155], [3.73707, 0.94722, -3.71964], [1.08347, -1.27459, 2.50462], [-4.96047, 0.08262, 1.29543], [1.59179, 1.39338, -3.01634], [0.97556, -3.60686, 2.80759], [3.71907, 1.88905, -4.07359], [-2.78541, -2.93766, -1.95821], [-0.78231, 0.16588, 0.22087], [2.56899, -2.21151, 3.67273], [-1.78415, -3.40703, 1.20961], [1.89038, -1.70923, -0.42407], [-3.57596, 1.23436, -0.66939], [-2.39171, 0.23440, 1.30882], [2.66697, 0.64989, -2.89407], [0.59084, 1.08007, -2.15036], [-2.39511, -2.47717, -0.61900], [-0.29927, 2.01942, 0.73475], [0.62680, -0.17183, 1.89099], [-3.55496, -1.60359, 2.56070], [1.82955, -0.62640, -1.24652], [4.15845, -0.04985, 4.05835], [-1.08228, 2.54526, -3.26021], [1.32490, 0.96280, 2.06516], [2.25924, -1.27113, 3.23431], [-4.34260, 2.83505, -2.37655], [-2.88898, 1.60584, -1.41843], [0.74225, 2.22664, 1.44404], [2.49482, 1.05246, 2.78572], [2.97881, 2.01387, 2.87513], [4.62245, 0.62392, -3.36783], [-3.58145, -1.57411, 0.00848], [-2.62462, -1.89403, 2.66805], [0.97825, -2.09367, -0.18772], [2.84115, -0.42339, -2.09865], [-2.37360, 2.98642, -3.30703], [-1.63859, 1.14663, -1.36242], [-2.67312, 3.70694, -4.06022], [2.98416, -0.10204, 3.36668], [4.35715, -0.94076, 4.36838], [-0.32527, 2.88490, -3.95256], [1.28191, 3.29931, 1.67645], [2.59088, -2.37938, -0.69410], [-3.66626, -0.61820, 1.31392]], "lowdin_charge": [0.0619, -0.3749, -0.2005, -0.0581, -0.1402, -0.6011, -0.0793, 0.1044, -0.1431, -0.2917, 0.1572, -0.0005, 0.0749, -0.2924, 0.9211, 0.1195, 0.0066, 0.1799, 0.0976, -0.3536, -0.4903, -0.2630, 0.2173, -0.0812, 0.1240, -0.1238, -0.4392, 0.0565, -0.0316, -0.1503, 0.0473, 0.0875, -0.0956, -0.5754, 0.0677, 0.1270, 0.0711, -0.2510, 0.0438, 0.0800, 0.1411, -0.1027, 0.0150, 0.0892, -0.2868, 0.1012, 0.0946, 0.0386, 0.1008, 0.2005]}

=====

4.
{"formula": "C15H13NO2S", "method": "wB97M-V/def2-TZVPD", "e_above_lowest_kcal_mol": 262.0, "smiles": "c1ccc(OCCSc2nc3ccccc3o2)cc1", "species": ["C", "H", "C", "C", "C", "H", "C", "O", "C", "C", "H", "C", "H", "C", "H", "C", "H", "H", "H", "S", "H", "C", "H", "H", "C", "O", "C", "H", "C", "N", "H", "C"], "xyz": [[0.73567, -1.14352, 0.83156], [-1.84117, 1.97302, 1.11052], [2.20515, -2.21656, -1.00275], [1.87998, -0.66590, 1.23117], [-1.06664, -1.94652, -0.13414], [-4.34552, -0.66981, 1.16873], [3.42180, -1.47446, -0.50478], [-0.47548, -1.10348, 1.05118], [0.12411, 1.14643, -1.53796], [0.18014, 2.30905, 0.93737], [2.24244, 2.68030, 0.18966], [1.33347, 1.59680, -1.16657], [2.03374, 1.61284, -1.87960], [-3.37388, 0.43572, -0.29778], [-0.13160, 0.48039, -2.36641], [-1.07661, 1.13724, -0.68239], [-2.51447, -0.50966, 1.43558], [4.39012, -1.67298, -0.86839], [-3.74678, 1.40929, 0.28485], [-2.74643, -2.09750, 0.08902], [2.36553, -2.91440, -1.99499], [-0.96572, 1.66834, 0.39668], [1.73684, -0.04451, 2.40335], [-4.18012, 0.35967, -1.00492], [-3.33688, -0.38961, 0.81519], [-2.33329, 0.60923, -1.20726], [1.02750, -2.14843, -0.45803], [0.24479, 2.79138, 1.99307], [3.13615, -0.80374, 0.85377], [-0.33087, -2.43903, -0.77274], [4.03545, -0.24926, 0.96191], [1.37254, 2.27965, 0.12509]], "lowdin_charge": [-0.3100, 0.1627, -0.0770, -0.1496, -0.6961, 0.1154, -0.0070, 0.0416, 0.0115, -0.0222, 0.0285, -0.0494, 0.0699, -0.3929, 0.1263, -0.2653, 0.0288, 0.0538, 0.1641, 1.0160, 0.1572, -0.1377, 0.1970, 0.1335, -0.3200, -0.0398, -0.1161, 0.1370, -0.0837, 0.1662, 0.0840, -0.0270]}

=====

5.
{"formula": "C15H13NO3S2", "method": "wB97M-V/def2-TZVPD", "e_above_lowest_kcal_mol": 105.4, "smiles": "O=[N+]([O-])c1ccccc1OC1(c2ccccc2)SCCS1", "species": ["H", "C", "C", "N", "H", "C", "H", "C", "H", "H", "S", "C", "H", "C", "O", "H", "C", "H", "O", "S", "C", "H", "H", "C", "C", "H", "C", "C", "O", "H", "C", "C", "H", "C"], "xyz": [[2.40040, -4.17353, -1.73031], [1.98395, 3.12620, -0.15371], [-2.86577, 0.38512, 2.14676], [0.73395, -2.63321, 2.20197], [2.76403, 3.57895, 0.46159], [1.95968, 3.29858, -1.55087], [2.24448, -4.19088, 0.77565], [1.16020, -2.38566, -1.96185], [-2.59081, -0.62666, 2.49109], [-4.16724, -0.56388, 0.72422], [-2.45755, 0.46706, -0.54988], [-3.58957, 0.35688, 0.83202], [1.21608, -2.41529, -3.04960], [0.44127, -1.38390, -1.29554], [-0.28563, -0.52973, 0.86945], [-0.05268, -0.61250, -1.89013], [-0.03130, 1.80253, -0.30260], [0.95227, 2.27467, 1.57381], [1.38229, -3.52910, 2.78412], [-1.40389, 1.39870, 2.05720], [1.75822, -3.42886, 0.15318], [-1.07043, 1.80658, -2.20874], [-3.44184, 0.92076, 2.92981], [1.81945, -3.39942, -1.22298], [0.86622, 2.82088, -2.30492], [0.78799, 3.02274, -3.37538], [-1.00683, 0.86060, 0.39655], [-0.16194, 2.10301, -1.66194], [-0.11663, -1.93160, 2.78239], [-4.28050, 1.20261, 0.76251], [0.96571, 2.38183, 0.47722], [0.33988, -1.39190, 0.09759], [2.77451, 3.84084, -2.04227], [0.97206, -2.45241, 0.78360]], "lowdin_charge": [0.1036, -0.0597, -0.5162, -0.2991, 0.1058, -0.0765, 0.1254, -0.0493, 0.0848, 0.0819, 0.9788, -0.5089, 0.1071, -0.0027, -0.1309, 0.0948, -0.2835, 0.0981, 0.0328, 0.9916, -0.0048, 0.0837, 0.0860, -0.0890, -0.0634, 0.1044, -0.7944, -0.0731, 0.0611, 0.0778, -0.0506, -0.2453, 0.1037, -0.0743]}

=====

6.
{"formula": "C15H14AuGeNS", "method": "wB97M-V/def2-TZVPD", "total_energy_ha": -3244.9213, "total_charge": 2, "species": ["C", "Ge", "H", "C", "H", "H", "H", "C", "Au", "H", "C", "C", "H", "H", "H", "C", "H", "C", "C", "H", "C", "H", "H", "C", "C", "H", "C", "C", "N", "C", "C", "S", "H"], "xyz": [[-1.48861, 1.67553, -0.03737], [0.29283, 1.10570, -0.17521], [-4.96212, 3.31483, -0.26038], [2.31628, -1.89423, 3.22594], [1.25260, 2.19977, 0.27152], [-4.66928, 0.97008, -0.97298], [2.95948, 0.89612, -1.37127], [2.83251, -0.51362, -2.97004], [0.91281, -1.14076, 0.65990], [-3.05227, 4.61285, 0.60934], [-3.82465, 1.52762, -0.59249], [0.32589, -1.24980, -1.95317], [3.22442, -1.63538, 2.70612], [-0.83744, 3.56208, 0.80944], [3.79182, -0.23918, -3.38694], [-2.91463, 3.58557, 0.30192], [-0.92732, -2.24885, 3.03496], [1.06698, -0.18905, -1.36254], [-1.66665, 2.99573, 0.40187], [2.48103, -2.05805, -4.41747], [2.07973, -1.53604, -3.55810], [0.27540, -2.70227, -3.52691], [3.00817, -2.42882, 5.22744], [-3.98605, 2.85306, -0.19233], [0.10139, -2.21231, 3.35692], [-2.46327, -0.09568, -0.82677], [2.21395, -2.30404, 4.50960], [-2.58193, 0.93381, -0.51165], [1.10095, -1.84724, 2.57072], [2.36103, 0.13170, -1.85192], [0.83903, -1.90964, -3.05469], [0.58770, -2.63425, 4.90715], [-0.64977, -1.52527, -1.57061]], "lowdin_charge": [-0.3815, 1.0804, 0.1277, -0.2144, 0.0119, 0.1234, 0.1136, -0.0163, 0.9368, 0.1254, -0.0418, -0.1307, 0.1186, 0.1015, 0.1327, -0.0370, 0.0911, -0.5149, -0.1082, 0.1363, 0.0197, 0.1316, 0.0967, -0.0143, -0.4476, 0.0946, -0.3288, -0.1000, -0.2426, -0.0896, -0.0227, 1.1523, 0.0960]}

=====

7.
{"formula": "C15H14Br3N2O2Zn", "method": "wB97M-V/def2-TZVPD", "e_above_lowest_kcal_mol": 0.0, "total_charge": 1, "species": ["C", "H", "C", "H", "H", "O", "O", "H", "C", "C", "C", "H", "H", "C", "C", "Br", "H", "C", "H", "Br", "H", "C", "C", "Zn", "C", "H", "C", "N", "C", "H", "C", "N", "H", "Br", "C", "H", "H"], "xyz": [[1.70988, -0.92350, -0.38275], [3.81911, 1.30472, -1.81150], [-3.18376, -0.40679, 1.91115], [-0.39880, 3.87877, 0.07174], [-3.66940, 0.53439, 1.68734], [-1.17385, 1.86052, -1.09522], [0.43950, 3.17116, -1.85330], [-1.44132, 1.48871, -3.69897], [0.02309, -1.86165, 1.01634], [-1.84919, -2.73616, 2.42058], [-3.11470, -2.54516, 2.96628], [1.97437, -3.07045, -0.41514], [-0.29615, 4.78532, 1.64844], [3.42140, 0.35329, -1.48830], [-0.41287, 1.49648, -3.34041], [5.71765, -0.76753, -2.71459], [-0.11681, 0.45807, -3.17486], [2.38393, -2.10519, -0.68186], [-1.28994, -3.64361, 2.60301], [0.26113, 2.38499, 1.94731], [-3.56162, -3.31097, 3.58536], [-0.65508, 3.90815, 1.12650], [3.57941, -2.05444, -1.37243], [-0.85495, 0.66648, 0.24903], [2.22289, 0.29989, -0.79797], [0.58558, -2.77509, 1.19167], [-0.33062, 2.25218, -2.04289], [-1.97717, -0.59417, 1.38558], [-3.79043, -1.36728, 2.70930], [-4.77389, -1.18087, 3.11536], [4.09571, -0.82519, -1.76770], [0.46914, -0.90219, 0.30918], [0.24173, 1.94591, -4.08077], [-2.54881, 3.75850, 1.34256], [-1.31192, -1.73766, 1.63458], [1.70114, 1.22588, -0.58365], [4.10562, -2.96553, -1.61901]], "lowdin_charge": [-0.2441, 0.1181, -0.0648, -0.0234, 0.1170, -0.2271, 0.0547, 0.0907, -0.0231, 0.0212, -0.0053, 0.1138, 0.0152, -0.0864, 0.0116, 0.8099, 0.0809, -0.0076, 0.1300, 0.7217, 0.1279, -0.9579, -0.0995, 0.6515, -0.0174, 0.1414, -0.6650, 0.0321, -0.0056, 0.1249, -0.6790, 0.0405, 0.0899, 0.6510, -0.2278, 0.0780, 0.1118]}

=====

8.
{"formula": "C15H14BrCuN4O2S", "method": "wB97M-V/def2-TZVPD", "e_above_lowest_kcal_mol": 4.0, "total_charge": -2, "species": ["N", "C", "C", "C", "Br", "H", "H", "C", "O", "H", "C", "C", "H", "N", "C", "C", "Cu", "S", "H", "C", "C", "H", "C", "H", "C", "H", "H", "H", "N", "H", "H", "C", "C", "O", "H", "N", "C", "H"], "xyz": [[4.17369, 0.01140, 3.57773], [-1.98513, 2.98080, 1.11516], [-3.25360, 2.54712, 0.78144], [0.32392, 1.64695, -3.45225], [-4.68239, 3.83776, 0.61777], [-4.51731, 0.88686, 0.28122], [4.23972, -0.72808, 4.25850], [2.45110, 0.92007, -0.46426], [0.12520, -2.78863, 0.53878], [0.02216, 2.39695, 1.48769], [3.13495, -0.21246, 2.66649], [-2.47362, 0.29146, 0.67474], [0.22046, 2.38281, -4.24264], [2.34426, 0.24988, 0.62425], [-0.58020, 0.59829, -3.34032], [-1.15307, 0.64919, 1.01834], [0.36117, -0.68081, 1.01507], [1.83216, -1.17850, 3.14128], [-0.56654, -5.20311, 0.90282], [-0.84504, -4.84495, -0.08913], [1.44125, 0.80359, -1.50618], [-1.08172, -1.14826, -2.14036], [-0.96909, 2.02885, 1.22613], [5.04253, 0.23395, 3.11176], [-0.40463, -0.31304, -2.30537], [-1.83162, -5.21514, -0.37158], [-1.40820, 0.48799, -4.02921], [2.05005, 2.57975, -2.56064], [3.34167, 0.41421, 1.51642], [3.28319, 1.61285, -0.60640], [-2.68860, -0.75145, 0.45827], [-3.51820, 1.20820, 0.55507], [-0.80101, -3.30145, -0.13649], [-1.65897, -2.73872, -0.84983], [-1.79174, 4.03471, 1.28352], [0.58839, -0.22483, -1.42965], [1.34522, 1.75632, -2.52635], [-0.11042, -5.23050, -0.80179]], "lowdin_charge": [-0.0067, -0.1839, -0.7191, -0.1139, 0.5599, 0.0780, 0.0336, -0.1329, -0.1000, 0.0765, -0.9536, -0.1304, 0.0853, -0.0585, -0.0839, -0.1707, 0.1309, 0.5449, 0.0544, -0.0499, -0.2796, 0.0868, -0.1449, 0.0523, -0.1172, 0.0481, 0.0846, 0.0920, -0.0558, 0.0973, 0.0730, -0.1745, -0.7312, -0.0834, 0.0753, 0.1199, -0.0582, 0.0556]}